DFT (ωB97M-V/def2-TZVPD) results for a molecular structure, C27H29INO2P2RuS2.

Values from the calculation:
M = 753.6 g/mol
Multiplicity = 2
E_HOMO (alpha / beta) = -14.3 / -14.3 eV
Orbital gap (alpha / beta) = 6.81 / 7.02 eV
Electronic energy = -84973.708 eV
Net charge = +2
E_LUMO (alpha / beta) = -7.51 / -7.31 eV

Last column: Löwdin charge in e.
Cartesian coordinates (Å):
Ru: 0.640 0.009 0.283  0.5650
C: -1.703 1.237 6.158  -0.0553
C: -2.027 1.198 4.690  -0.2162
O: -1.051 0.326 3.998  -0.3012
P: 0.031 0.874 3.037  -0.0818
S: 1.183 -0.672 2.443  0.4229
S: -0.698 1.650 1.322  0.4263
O: 0.785 1.957 3.867  -0.2942
C: 1.792 2.880 3.337  -0.2469
C: 1.509 4.255 3.874  -0.0507
H: -2.489 1.788 6.676  0.0955
H: -0.753 1.738 6.339  0.0810
H: -1.660 0.230 6.570  0.0920
H: -1.999 2.190 4.237  0.1123
H: -2.993 0.745 4.489  0.1271
H: 1.753 2.859 2.247  0.0778
H: 2.757 2.501 3.666  0.1297
H: 0.525 4.603 3.558  0.0863
H: 2.261 4.950 3.499  0.0929
H: 1.548 4.260 4.963  0.0919
C: -2.334 -5.728 -1.093  -0.0370
C: -2.042 -5.209 0.158  -0.0484
C: -1.584 -3.903 0.274  -0.0702
C: -1.427 -3.135 -0.877  -0.3694
C: -1.705 -3.654 -2.142  -0.0731
C: -2.163 -4.956 -2.240  -0.0419
P: -0.843 -1.449 -0.804  1.0181
C: -2.012 -0.334 -1.552  -0.3753
C: -3.374 -0.629 -1.550  -0.0558
C: -4.279 0.321 -2.003  -0.0367
C: -3.832 1.565 -2.427  -0.0339
C: -2.476 1.871 -2.415  -0.0474
C: -1.567 0.926 -1.973  -0.1484
C: 0.671 -1.499 -1.814  -0.4139
C: 1.718 -2.210 -1.206  -0.1353
C: 2.849 -2.541 -1.945  -0.0615
C: 2.930 -2.159 -3.275  -0.0318
C: 1.899 -1.431 -3.872  -0.0287
C: 0.770 -1.091 -3.149  -0.0633
H: -2.695 -6.744 -1.183  0.1218
H: -2.170 -5.815 1.044  0.1194
H: -1.349 -3.491 1.248  0.1095
H: -1.561 -3.058 -3.036  0.1184
H: -2.380 -5.373 -3.214  0.1205
H: -3.725 -1.592 -1.199  0.1167
H: -5.336 0.092 -2.017  0.1218
H: -4.545 2.304 -2.769  0.1223
H: -2.135 2.841 -2.751  0.1194
H: -0.507 1.158 -1.988  0.0739
H: 1.618 -2.565 -0.184  0.0993
H: 3.644 -3.118 -1.492  0.1265
H: 3.797 -2.437 -3.860  0.1244
H: 1.973 -1.146 -4.914  0.1238
H: -0.035 -0.544 -3.620  0.1136
I: 2.200 5.396 -1.649  0.9911
C: 2.730 3.404 -1.471  -0.7189
C: 3.957 2.928 -1.915  -0.0813
C: 4.260 1.587 -1.730  -0.0118
C: 3.342 0.762 -1.119  -0.1045
N: 2.146 1.214 -0.715  -0.0667
C: 1.848 2.518 -0.884  -0.2322
H: 4.666 3.591 -2.393  0.1186
H: 5.211 1.185 -2.051  0.1283
H: 3.553 -0.281 -0.942  0.1014
H: 0.880 2.853 -0.539  0.0440